(1)
{"formula": "C23H28N2O6S", "method": "ωB97M-V/def2-TZVPD", "charge": 0, "smiles": "C#CCCCc1ccc2nsnc2c1.O=C1CCCO1.O=C1CCCO1.O=C1CCCO1", "total_energy_ha": -1851.821704, "largest_force_ev_per_a": 10.3, "species": ["C", "C", "C", "C", "C", "C", "C", "C", "C", "N", "S", "N", "C", "C", "H", "H", "H", "H", "H", "H", "H", "H", "H", "H", "O", "C", "O", "C", "C", "C", "H", "H", "H", "H", "H", "H", "O", "C", "O", "C", "C", "C", "H", "H", "H", "H", "H", "H", "O", "C", "O", "C", "C", "C", "H", "H", "H", "H", "H", "H"], "positions_angstrom": [[-0.47528, -0.79712, 3.86526], [-0.89936, -1.42508, 2.65515], [-1.45724, -1.95394, 1.16972], [-0.55219, -3.18884, 0.58236], [-0.70938, -3.45320, -1.03159], [-0.60237, -2.06492, -1.94608], [-1.82720, -1.52729, -2.89435], [-1.59247, -0.11151, -3.70727], [-0.14334, 0.67558, -3.50296], [0.33324, 1.99570, -4.08753], [1.94459, 2.45302, -3.58675], [2.37791, 1.08615, -2.52915], [1.12927, 0.18924, -2.57776], [0.82020, -1.22951, -1.80300], [-0.17771, 0.07937, 4.61922], [-1.47025, -0.98840, 0.47706], [-2.58934, -2.30600, 1.22905], [-0.89692, -4.19642, 1.11746], [0.60697, -3.08075, 0.79725], [-1.64373, -4.11627, -1.32455], [0.24089, -4.10130, -1.35100], [-2.81538, -2.17427, -2.92887], [-2.45267, 0.32690, -4.36917], [1.68384, -1.62764, -1.08282], [-1.63214, 0.42972, 6.18448], [-2.79235, 0.64090, 5.87225], [-3.34707, 0.27623, 4.67915], [-4.68196, 0.77550, 4.61129], [-5.09744, 0.99579, 6.04229], [-3.79839, 1.37121, 6.70933], [-4.67837, 1.70461, 4.03172], [-5.32328, 0.04617, 4.10789], [-5.87996, 1.75130, 6.15192], [-5.47129, 0.05699, 6.46879], [-3.60390, 2.44543, 6.64581], [-3.76792, 1.03245, 7.74746], [1.34968, 9.30639, -0.77537], [1.26846, 8.10889, -0.99347], [0.15607, 7.49006, -1.48727], [0.37643, 6.08059, -1.51215], [1.87326, 5.91210, -1.51940], [2.34333, 7.10092, -0.71994], [-0.08733, 5.63880, -0.62395], [-0.08688, 5.65064, -2.40495], [2.20044, 4.95258, -1.11023], [2.25019, 5.98817, -2.54661], [2.36777, 6.88645, 0.35208], [3.31600, 7.45793, -1.06613], [3.51573, -2.99562, -1.08272], [3.66583, -3.99821, -1.76130], [4.34280, -5.11087, -1.35155], [4.41469, -6.03973, -2.43221], [3.28072, -5.66874, -3.35167], [3.18227, -4.17534, -3.16877], [5.39204, -5.93828, -2.91560], [4.31269, -7.05938, -2.04942], [3.44995, -5.97243, -4.38815], [2.35354, -6.14276, -3.00722], [3.85070, -3.63739, -3.84672], [2.15361, -3.82457, -3.27936]], "forces_ev_per_a": [[-2.90, -3.31, -9.34], [2.44, 4.70, 7.22], [0.16, 0.41, 0.98], [0.08, -0.69, 0.03], [0.92, 0.26, -0.91], [2.04, 2.91, -0.68], [3.71, 3.31, -0.27], [1.53, -2.84, 2.82], [3.20, 2.01, 0.37], [-0.02, -3.18, 1.97], [-3.46, -4.92, 1.32], [-5.90, -1.43, -1.94], [-1.30, -0.38, -0.25], [-2.20, 0.06, -0.87], [-0.85, -2.78, -1.96], [0.38, -2.14, 1.47], [2.45, 0.73, 0.22], [0.77, 2.23, -1.06], [-2.56, 0.14, -0.31], [1.72, 1.72, 0.64], [-2.07, 1.35, 0.71], [2.23, 1.73, -0.13], [2.08, -0.82, 1.42], [-2.21, 0.73, -1.80], [-1.81, 0.24, -0.62], [1.93, -0.21, 0.21], [0.61, 0.02, 0.68], [-0.51, 0.03, -0.48], [-0.85, 0.09, 0.41], [-0.42, -0.11, 0.36], [0.02, -0.07, 0.02], [0.31, 0.07, -0.05], [0.07, -0.13, -0.09], [0.02, 0.16, -0.10], [0.12, -0.10, 0.11], [0.31, 0.27, -0.15], [-0.58, -1.91, -0.61], [0.02, 2.20, 0.64], [0.40, 0.72, 0.15], [-0.41, -0.65, -0.18], [0.55, -0.73, -0.22], [0.39, -0.29, -0.27], [0.02, 0.04, -0.06], [-0.10, 0.23, 0.18], [-0.12, 0.09, -0.09], [-0.08, -0.05, 0.14], [0.07, 0.15, -0.05], [-0.17, 0.16, 0.37], [0.41, -1.87, -0.56], [0.02, 1.75, 1.07], [-0.39, 0.80, 0.21], [0.33, -0.68, -0.16], [-0.43, -0.47, -0.67], [-0.40, -0.24, -0.27], [-0.06, 0.00, 0.06], [0.14, 0.26, 0.14], [0.01, -0.03, 0.18], [0.16, 0.02, -0.07], [-0.13, 0.12, 0.10], [0.29, 0.34, 0.01]]}

(2)
{"formula": "C26H54AuN3O2P", "method": "ωB97M-V/def2-TZVPD", "charge": 3, "multiplicity": 3, "total_energy_ha": -1813.911736, "largest_force_ev_per_a": 0.1, "species": ["Au", "C", "N", "C", "C", "C", "N", "C", "C", "H", "H", "H", "H", "H", "H", "H", "H", "H", "H", "H", "H", "H", "H", "H", "H", "N", "C", "C", "O", "O", "H", "H", "H", "H", "H", "C", "C", "C", "C", "C", "C", "P", "C", "C", "C", "C", "C", "C", "C", "C", "C", "C", "C", "C", "H", "H", "H", "H", "H", "H", "H", "H", "H", "H", "H", "H", "H", "H", "H", "H", "H", "H", "H", "H", "H", "H", "H", "H", "H", "H", "H", "H", "H", "H", "H", "H", "H"], "positions_angstrom": [[-0.48775, 0.30891, 1.32992], [0.60068, 3.26921, 1.28299], [-0.10331, 2.32743, 2.18110], [-1.48496, 2.85159, 2.40859], [0.52984, 2.27308, 3.52763], [2.05418, 2.13115, 3.60458], [2.62333, 0.85397, 3.20739], [2.28685, -0.33172, 3.95410], [3.76768, 0.83821, 2.32873], [0.71021, 4.24622, 1.76322], [0.01865, 3.39215, 0.37483], [1.58197, 2.88282, 1.01298], [-1.43318, 3.85826, 2.83109], [-2.01268, 2.19740, 3.10138], [-2.02334, 2.89352, 1.46599], [0.02765, 1.49620, 4.10533], [0.33056, 3.22734, 4.02915], [2.30130, 2.25568, 4.66800], [2.56564, 2.91612, 3.05342], [3.00537, -0.41908, 4.78270], [2.39831, -1.21052, 3.32058], [1.27892, -0.26397, 4.35737], [4.62352, 1.25346, 2.88204], [3.59210, 1.49107, 1.47292], [4.00461, -0.17405, 2.01568], [-2.71201, -2.72927, 4.91298], [-2.35050, -2.91250, 3.46645], [-1.57461, -1.67631, 3.00838], [-1.29449, -1.66007, 1.77346], [-1.27247, -0.81961, 3.85133], [-2.41602, -3.51054, 5.50015], [-3.71622, -2.60410, 5.05154], [-2.22656, -1.86635, 5.21407], [-3.25228, -3.03892, 2.87361], [-1.73635, -3.80319, 3.35550], [-2.78624, -3.03816, -3.17223], [-3.55759, -1.99346, -2.37369], [-2.65502, -0.79131, -2.04316], [-1.19077, -1.24581, -1.85547], [-1.15744, -2.65491, -1.25060], [-1.66102, -3.64390, -2.31469], [-0.15863, 0.01861, -1.05329], [1.62178, -0.40491, -1.12842], [2.09715, -0.94772, -2.51103], [2.41726, -2.43814, -2.45100], [3.55179, -2.72706, -1.45926], [3.49434, -1.79674, -0.23267], [2.06271, -1.33342, 0.01864], [-0.35816, 1.64841, -1.85425], [-0.10088, 1.58172, -3.38666], [-0.72641, 2.79349, -4.09706], [-0.65913, 4.03009, -3.21013], [-1.56968, 3.85121, -1.98453], [-1.67976, 2.37323, -1.56557], [-2.37334, -2.57131, -4.07131], [-3.45296, -3.82311, -3.52443], [-3.93489, -2.44409, -1.45237], [-4.42984, -1.64171, -2.92298], [-3.01767, -0.29168, -1.13895], [-2.70607, -0.06536, -2.85647], [-0.70582, -1.30432, -2.84105], [-1.80079, -2.66669, -0.37221], [-0.16353, -2.94771, -0.91446], [-2.01351, -4.54471, -1.81066], [-0.82977, -3.95141, -2.95273], [2.09692, 0.57019, -0.96165], [2.99744, -0.39699, -2.79276], [1.37151, -0.74282, -3.29626], [2.69419, -2.78784, -3.44487], [1.51795, -2.99666, -2.17799], [4.51552, -2.60871, -1.95426], [3.49672, -3.76721, -1.13787], [4.12628, -0.91734, -0.40213], [3.89582, -2.30992, 0.64362], [1.96792, -0.79123, 0.96696], [1.40515, -2.20169, 0.10473], [0.45532, 2.22931, -1.40019], [-0.50677, 0.66292, -3.81560], [0.97612, 1.56768, -3.56146], [-1.76815, 2.58272, -4.35095], [-0.20693, 2.95454, -5.04073], [-0.95328, 4.91985, -3.76367], [0.37781, 4.19539, -2.89960], [-2.57230, 4.21653, -2.20924], [-1.20699, 4.46742, -1.15715], [-2.48277, 1.89626, -2.12477], [-1.95818, 2.28493, -0.51062]], "forces_ev_per_a": [[-0.12, -0.03, 0.04], [0.06, -0.01, 0.05], [-0.02, 0.08, -0.08], [-0.02, -0.04, 0.03], [0.08, 0.00, 0.03], [-0.07, 0.00, -0.07], [-0.04, -0.03, 0.02], [0.02, -0.05, -0.04], [0.04, 0.07, 0.09], [0.00, -0.01, 0.01], [-0.04, 0.01, 0.01], [0.01, -0.01, -0.01], [0.00, 0.00, 0.01], [0.00, 0.01, 0.01], [0.02, 0.00, 0.00], [0.00, 0.00, -0.02], [-0.03, -0.02, 0.00], [0.03, 0.01, -0.02], [0.00, 0.02, -0.01], [-0.02, 0.00, 0.00], [0.00, 0.01, -0.01], [0.01, 0.01, -0.01], [-0.01, -0.01, -0.01], [-0.03, -0.01, 0.00], [-0.03, -0.02, 0.00], [-0.01, -0.05, -0.03], [-0.02, 0.02, 0.00], [0.11, -0.09, 0.03], [-0.05, 0.04, 0.01], [-0.03, 0.04, -0.03], [-0.01, 0.00, 0.00], [0.00, 0.01, 0.01], [0.01, 0.04, 0.02], [-0.01, -0.01, 0.00], [0.00, 0.01, 0.00], [0.00, 0.00, 0.02], [0.01, 0.01, 0.00], [0.00, -0.01, -0.01], [0.01, -0.01, 0.02], [0.02, 0.01, -0.02], [-0.02, -0.02, 0.01], [0.09, 0.07, 0.05], [0.00, -0.03, -0.04], [0.01, 0.00, 0.01], [0.00, 0.01, 0.01], [0.00, -0.01, 0.00], [0.01, 0.01, -0.02], [0.00, -0.02, -0.02], [0.01, -0.05, -0.05], [0.01, -0.01, -0.01], [-0.01, 0.01, 0.01], [-0.01, -0.01, 0.01], [-0.02, 0.00, 0.01], [0.00, 0.02, 0.03], [0.00, 0.00, 0.00], [0.00, 0.00, 0.00], [0.00, 0.00, 0.00], [0.00, 0.00, 0.00], [0.00, 0.01, 0.00], [0.00, -0.02, 0.01], [-0.02, 0.01, 0.00], [-0.01, 0.00, 0.01], [-0.02, 0.02, 0.00], [0.00, 0.00, -0.01], [0.00, 0.00, 0.00], [0.01, 0.01, -0.01], [0.00, 0.00, 0.00], [-0.02, 0.00, -0.02], [0.00, 0.00, 0.00], [0.02, 0.00, -0.01], [0.00, 0.00, 0.00], [0.00, -0.01, 0.00], [0.00, 0.00, 0.00], [0.00, -0.01, 0.01], [0.03, 0.02, 0.04], [0.02, 0.03, 0.00], [-0.02, 0.00, -0.04], [-0.01, 0.01, 0.01], [0.01, -0.01, -0.01], [0.00, 0.00, 0.00], [0.00, 0.00, 0.00], [0.00, 0.00, 0.00], [0.00, 0.00, 0.00], [0.00, 0.00, 0.00], [0.02, -0.01, 0.02], [0.03, 0.00, 0.01], [-0.01, -0.01, -0.01]]}

(3)
{"formula": "C3H5FO", "method": "ωB97M-V/def2-TZVPD", "charge": 0, "total_energy_ha": -292.227408, "largest_force_ev_per_a": 3.2, "species": ["C", "C", "C", "O", "F", "H", "H", "H", "H", "H"], "positions_angstrom": [[1.25136, 0.10361, -1.11491], [-0.04713, 0.21555, -1.27016], [-1.10232, -0.10163, 1.05799], [-0.00518, -0.01998, 1.86509], [-0.65299, 0.96888, -2.26784], [1.82685, 0.28798, -1.96522], [1.49870, -0.37459, -0.18529], [-1.57335, -1.03017, 0.83039], [-1.74409, 0.80519, 1.28152], [0.54814, -0.85485, 1.76844]], "forces_ev_per_a": [[-1.87, -0.69, 0.34], [-2.17, 1.67, 1.56], [0.79, 2.67, -0.59], [0.32, -2.12, -0.86], [0.79, -1.41, 1.03], [1.60, 0.39, -0.81], [0.87, -0.09, -0.10], [-0.02, -0.59, -0.01], [0.73, -1.31, -0.81], [-1.02, 1.47, 0.25]]}

(4)
{"formula": "C27H39N3O5", "method": "ωB97M-V/def2-TZVPD", "charge": 0, "total_energy_ha": -1591.750936, "largest_force_ev_per_a": 18.7, "species": ["C", "H", "C", "C", "C", "C", "C", "O", "N", "C", "H", "C", "N", "C", "H", "C", "N", "C", "C", "C", "O", "H", "C", "H", "C", "C", "C", "C", "C", "C", "C", "H", "O", "C", "H", "H", "H", "O", "C", "H", "H", "H", "H", "H", "C", "C", "O", "H", "H", "H", "H", "H", "H", "H", "H", "C", "C", "H", "H", "H", "H", "H", "H", "H", "H", "H", "H", "H", "H", "H", "H", "H", "H", "H"], "positions_angstrom": [[-5.93823, -2.72138, -0.15644], [-5.94620, -3.77405, -0.53433], [-4.70414, -1.97252, -1.05581], [-3.46873, -2.78758, -0.81449], [-2.36098, -2.23341, -1.67970], [-1.08683, -2.80893, -1.23039], [-0.58384, -2.55176, 0.27498], [-1.12374, -1.71590, 0.78901], [0.64919, -2.94230, 0.33443], [1.61012, -3.79538, -0.42531], [1.01449, -3.83415, -1.32156], [2.74194, -2.85968, -0.82630], [3.51232, -2.79253, 0.41319], [4.88575, -2.09673, 0.45495], [5.44189, -3.06747, -0.03179], [5.10629, -1.06322, -0.43433], [4.55563, 0.01678, -0.12126], [3.77029, 0.77432, -0.92787], [3.25188, 2.16677, -0.72114], [3.21915, 2.61303, 0.73223], [3.90195, 1.95814, 1.46264], [4.23899, 1.22816, 1.29396], [2.58685, 3.95830, 1.08312], [3.29435, 4.67778, 1.16222], [1.42447, 4.40655, -0.12245], [0.24777, 3.46140, 0.34693], [0.14588, 1.99805, 0.93567], [-1.02968, 1.68060, 1.08157], [-2.35660, 2.03611, 0.82690], [-2.22682, 3.30418, 0.18163], [-1.03124, 4.10189, -0.09931], [-1.10169, 4.94363, -0.63228], [-3.29483, 4.09790, -0.33905], [-4.66781, 3.45657, -0.24629], [-4.82486, 2.56865, -0.73924], [-5.22758, 4.55335, -0.64758], [-4.90202, 3.47521, 0.65251], [-3.48081, 1.45874, 1.15683], [-3.53575, 0.33574, 1.72974], [-4.68190, 0.12625, 1.84031], [-2.83748, -0.60177, 1.46836], [-3.31315, 0.59729, 2.96534], [-1.14984, 0.49149, 1.57950], [0.99149, 1.55863, 1.29699], [1.76121, 4.17561, -1.41682], [2.52266, 2.66560, -1.70900], [2.25105, 2.12530, -2.74519], [2.82241, 4.66176, -1.50039], [1.07325, 4.45958, -2.12142], [1.05507, 5.35430, 0.36049], [2.29967, 3.80704, 2.01945], [3.68931, 0.53841, -2.09363], [6.44491, -0.79041, -0.60943], [4.99128, -1.40706, -1.49206], [5.31415, -1.96471, 1.53384], [2.66202, -1.67833, 1.53878], [1.33599, -2.63763, 1.59168], [0.57882, -1.97109, 2.29754], [1.66278, -3.37899, 2.24154], [3.28365, -1.51647, 2.54269], [2.38709, -0.92237, 0.71908], [3.57663, -3.58168, -1.22312], [2.61962, -2.05749, -1.37846], [1.69912, -4.68855, 0.23652], [-1.10252, -3.91329, -1.37349], [-0.26978, -2.42025, -1.97539], [-2.32286, -1.11565, -1.14755], [-2.53715, -1.94116, -2.47439], [-3.44239, -2.83838, 0.35241], [-3.53712, -3.72997, -0.71436], [-4.72337, -0.88670, -0.62306], [-5.03318, -2.11121, -1.99962], [-5.85396, -2.69463, 0.79693], [-6.92430, -1.96832, -0.58963]], "forces_ev_per_a": [[-1.48, 2.68, -10.11], [-0.62, 0.92, 0.28], [-2.26, -0.88, 6.08], [-0.34, 6.74, 1.66], [2.78, -0.48, 18.49], [2.54, -1.95, -2.28], [1.30, -4.12, -10.91], [-4.72, 6.83, 7.23], [5.84, -1.07, 4.96], [-3.60, 2.07, -1.31], [0.19, -1.78, -0.72], [4.96, -7.81, 4.32], [0.29, 5.52, 5.47], [1.14, -8.67, 1.39], [-0.15, 2.24, 1.32], [7.76, -2.93, -6.55], [-7.08, 11.49, 0.63], [3.04, -0.80, -1.30], [2.75, -3.53, 7.95], [-2.18, 3.52, -10.28], [-2.34, 8.87, 9.66], [5.15, -11.47, -3.82], [-0.78, -2.40, -5.75], [2.70, 2.22, -0.18], [-1.72, -2.27, 11.12], [-3.57, 0.58, -1.91], [6.57, 9.80, -3.76], [-9.80, -10.81, 4.43], [4.44, 5.67, -2.44], [-2.06, 2.39, -1.35], [2.56, -8.92, 4.88], [-0.26, 3.16, -1.70], [-0.78, -3.15, 0.82], [2.43, 7.96, -7.43], [-0.14, -1.67, -1.52], [0.80, -3.87, 0.50], [-2.13, -0.52, 8.32], [-0.59, 4.85, -4.15], [-1.33, -6.50, 7.78], [2.10, -0.50, -0.58], [-1.75, 2.26, -0.02], [-0.12, -1.27, -2.64], [0.74, 3.18, -1.09], [1.88, -1.46, 0.75], [8.11, -2.03, -2.92], [-5.92, 4.06, -2.17], [0.23, -0.38, -1.60], [-1.84, 0.40, -0.86], [-1.37, 0.35, -1.98], [0.73, -0.25, -1.53], [-2.53, -0.16, 4.05], [0.01, -0.20, 2.45], [-3.22, -0.99, 1.00], [-0.53, 0.05, 0.21], [-1.28, -0.23, -1.94], [-1.20, -3.68, -3.95], [-1.21, 6.21, 3.37], [1.52, -1.82, -1.83], [0.12, -2.35, 0.45], [-1.66, -0.17, -2.57], [0.79, -0.04, 2.26], [-1.73, 1.08, -1.10], [-1.29, 3.98, -2.73], [0.97, 0.51, -1.34], [0.03, 0.38, -0.22], [-1.00, -0.69, 1.55], [0.20, -2.04, -1.18], [-2.94, 3.51, -14.28], [1.47, 1.75, -1.21], [-1.32, -7.57, -1.67], [0.61, -1.89, -1.34], [-1.07, 0.44, -3.29], [0.67, 0.54, 6.39], [2.46, -2.90, 1.68]]}